111
Properties=species:S:1:pos:R:3 method="wB97M-V/def2-TZVPD" molar_mass_g_mol=1181.317 energy_ev=-173514.3388 e_above_lowest_ev=0.414 lumo_ev=-5.23 homo_lumo_gap_ev=6.6 charge=+2
Pb 1.90072 0.08370 -1.90922
N -2.43068 2.08066 -2.86996
C -1.37809 1.26963 -2.77748
N -0.15981 1.65896 -2.55600
C 0.10320 3.01650 -2.42258
N 1.30189 3.49768 -2.35272
N 2.27742 2.51763 -2.41001
C 3.44660 2.91162 -2.70527
C 4.52810 1.91641 -2.89171
C 5.82796 2.33338 -3.09438
C 6.80853 1.37985 -3.34008
C 6.44567 0.04861 -3.40672
C 5.11617 -0.28925 -3.19215
N 4.17968 0.61649 -2.91887
C -1.02775 3.94848 -2.38214
C -0.87081 5.31442 -2.12766
C -1.96548 6.14966 -2.13413
C -3.23840 5.63453 -2.40143
C -3.41434 4.29103 -2.65217
C -2.30071 3.45502 -2.63798
H -3.34086 1.69458 -3.07046
H -1.58191 0.20821 -2.87235
H 3.65169 3.96634 -2.87813
H 6.06630 3.38863 -3.07016
H 7.83749 1.67959 -3.48843
H 7.17038 -0.72346 -3.62356
H 4.78432 -1.32175 -3.24518
H 0.12237 5.69227 -1.92977
H -1.84242 7.20576 -1.93866
H -4.09492 6.29514 -2.41560
H -4.39900 3.88732 -2.85634
N -2.66886 -6.92101 -1.05710
C -1.53517 -6.22592 -1.34590
C -0.90275 -5.45061 -0.35865
C 0.23331 -4.73350 -0.64700
C 0.76404 -4.78835 -1.93936
C 0.15000 -5.55203 -2.93788
C -0.99147 -6.25628 -2.64028
S 2.18093 -3.92342 -2.39054
O 3.01862 -4.66594 -3.27314
O 2.82594 -3.79012 -0.94929
N 1.90721 -2.44398 -2.77889
C 1.38487 -2.11765 -4.00780
N 0.92838 -3.03782 -4.85238
C 0.45101 -2.59457 -6.00870
C 0.39469 -1.24718 -6.34107
C 0.85605 -0.36798 -5.38981
N 1.35603 -0.78739 -4.22594
H -2.95210 -7.04250 -0.10166
H -3.02601 -7.58904 -1.71653
H -1.30818 -5.43440 0.64587
H 0.70809 -4.14472 0.12277
H 0.58249 -5.59887 -3.92812
H -1.46670 -6.85846 -3.40476
H 0.09354 -3.35118 -6.69788
H 0.00667 -0.90864 -7.28936
H 0.84227 0.70460 -5.54735
S 4.29122 -2.94043 -0.75380
C 3.82987 -1.88915 0.56572
N 3.42630 -0.66476 0.42170
C 3.16650 -0.09598 1.65279
C 2.71392 1.21542 1.85532
C 2.48509 1.63426 3.13915
C 2.69567 0.77106 4.23442
C 3.14175 -0.51686 4.05883
C 3.37970 -0.94503 2.74631
S 3.93285 -2.47140 2.18361
H 2.55565 1.87806 1.01266
H 2.13784 2.64277 3.31966
H 2.50698 1.13433 5.23604
H 3.30802 -1.17308 4.90235
C -0.88584 4.48829 3.59058
C -1.85232 3.44398 3.04537
C -1.46867 2.97185 1.64702
C -2.51540 2.06648 1.01420
N -2.67221 0.81043 1.74404
C -1.84238 -0.25327 1.64689
Se -0.37438 -0.41552 0.53602
N -2.30109 -1.20340 2.48863
C -1.60592 -2.45192 2.80521
C -0.32544 -2.24989 3.60510
C -0.49873 -1.58910 4.97456
C -0.71455 -0.07248 4.92333
C -3.47323 -0.76309 3.10319
C -4.32942 -1.37333 4.00886
C -5.43211 -0.64461 4.41845
C -5.66730 0.65169 3.94559
C -4.80842 1.25712 3.04472
C -3.71033 0.51699 2.62944
H -1.15569 4.79720 4.59992
H -0.87672 5.37967 2.96003
H 0.13424 4.09816 3.62706
H -2.86467 3.86142 3.02200
H -1.88379 2.58581 3.72378
H -0.51704 2.43209 1.67636
H -1.32758 3.83621 0.98816
H -2.25239 1.81725 -0.01262
H -3.48956 2.55634 1.01337
H -1.39375 -2.96439 1.86641
H -2.31333 -3.05632 3.37189
H 0.37547 -1.66242 3.00555
H 0.11720 -3.24312 3.72631
H 0.40511 -1.79059 5.55367
H -1.31896 -2.06518 5.52128
H -0.01511 0.39136 4.22165
H -0.55015 0.37447 5.90474
H -1.72607 0.20022 4.61862
H -4.15044 -2.37049 4.38685
H -6.12610 -1.08636 5.12020
H -6.53398 1.19420 4.29719
H -4.98649 2.26438 2.69371